(1)
Molecular formula: C30H34N2O6
Method: DFT, ωB97M-V/def2-TZVPD

Output
lowest unoccupied orbital energy = -0.038 eV
structure (SMILES) = O=C(C1=C[C@@H](c2coc3ccccc3c2=O)C[C@@H](OCCCCO)O1)N1CCN(Cc2ccccc2)CC1
orbital gap = 0.30630 Ha
E_HOMO = -8.373 eV

Geometry (Å):
O (1.809, 3.648, -2.467)
C (1.673, 2.608, -1.849)
C (0.589, 1.627, -2.232)
C (0.666, 0.807, -3.272)
C (-0.514, -0.001, -3.734)
C (-0.495, -1.456, -3.306)
C (-1.421, -2.287, -3.820)
O (-1.593, -3.581, -3.518)
C (-0.773, -4.128, -2.588)
C (-0.981, -5.465, -2.243)
C (-0.161, -6.063, -1.310)
C (0.871, -5.342, -0.713)
C (1.071, -4.023, -1.049)
C (0.251, -3.391, -1.989)
C (0.476, -1.976, -2.340)
O (1.405, -1.344, -1.865)
C (-1.777, 0.700, -3.207)
C (-1.626, 0.972, -1.712)
O (-1.547, -0.256, -1.046)
C (-1.692, -0.155, 0.361)
C (-1.320, -1.487, 0.999)
C (-2.264, -2.605, 0.568)
C (-1.906, -3.936, 1.231)
O (-2.696, -5.006, 0.770)
O (-0.519, 1.794, -1.433)
N (2.446, 2.260, -0.807)
C (2.302, 1.059, -0.024)
C (1.729, 1.421, 1.345)
N (2.611, 2.372, 1.997)
C (2.261, 2.614, 3.392)
C (0.866, 3.156, 3.592)
C (0.625, 4.525, 3.565)
C (-0.664, 5.017, 3.664)
C (-1.733, 4.146, 3.786)
C (-1.504, 2.781, 3.823)
C (-0.214, 2.292, 3.728)
C (2.729, 3.582, 1.202)
C (3.306, 3.232, -0.173)
H (1.585, 0.737, -3.826)
H (-0.542, 0.021, -4.830)
H (-2.146, -1.965, -4.558)
H (-1.781, -6.008, -2.723)
H (-0.323, -7.095, -1.040)
H (1.509, -5.822, 0.013)
H (1.862, -3.438, -0.603)
H (-1.894, 1.660, -3.713)
H (-2.668, 0.095, -3.363)
H (-2.493, 1.543, -1.333)
H (-1.040, 0.639, 0.744)
H (-2.735, 0.110, 0.596)
H (-1.349, -1.372, 2.084)
H (-0.299, -1.738, 0.704)
H (-2.207, -2.713, -0.517)
H (-3.293, -2.345, 0.825)
H (-2.088, -3.884, 2.307)
H (-0.839, -4.152, 1.070)
H (-2.576, -5.087, -0.184)
H (1.670, 0.341, -0.543)
H (3.296, 0.619, 0.107)
H (1.662, 0.524, 1.965)
H (0.716, 1.836, 1.204)
H (2.999, 3.313, 3.795)
H (2.367, 1.660, 3.917)
H (1.455, 5.211, 3.474)
H (-0.836, 6.083, 3.642)
H (-2.740, 4.529, 3.859)
H (-2.333, 2.095, 3.926)
H (-0.042, 1.225, 3.766)
H (3.402, 4.272, 1.715)
H (1.754, 4.078, 1.056)
H (3.352, 4.116, -0.809)
H (4.306, 2.803, -0.056)

---

(2)
Molecular formula: C2H4Br2N2O3S
Method: DFT, ωB97M-V/def2-TZVPD

Output
lowest unoccupied orbital energy (spin up / spin down) = -3.331 / -2.646 eV
orbital gap (spin up / spin down) = 0.23505 / 0.29023 Ha
E_HOMO (spin up / spin down) = -9.727 / -10.544 eV

Geometry (Å):
C (-1.126, 1.384, 0.301)
C (-0.062, 0.718, -0.557)
N (-1.588, 0.740, 1.377)
N (1.712, -1.412, -0.902)
O (-1.391, 2.537, 0.051)
O (0.360, -1.392, 1.177)
O (2.002, 0.394, 0.829)
S (1.013, -0.487, 0.289)
Br (0.630, 1.668, -1.877)
Br (-1.791, -1.325, -1.758)
H (-1.594, -0.372, 1.478)
H (-2.168, 1.282, 1.874)
H (1.323, -2.216, -1.257)
H (2.680, -1.520, -1.024)

---

(3)
Molecular formula: C4H13N2O
Method: DFT, ωB97M-V/def2-TZVPD

Output
charge = -1
lowest unoccupied orbital energy = 4.334 eV
orbital gap = 0.26583 Ha
E_HOMO = -2.900 eV

Geometry (Å):
N (-2.219, 1.344, -1.387)
C (-1.646, 1.459, 0.015)
O (-1.683, 0.298, 0.720)
H (-2.833, 0.553, -1.384)
H (-2.761, 2.103, -1.667)
H (-0.556, 1.835, -0.081)
H (-2.107, 2.366, 0.507)
C (0.839, -0.598, -1.607)
C (1.228, -1.193, -0.236)
N (0.941, -0.229, 0.813)
C (1.306, -0.709, 2.164)
H (0.748, -1.397, -2.413)
H (1.579, 0.180, -1.951)
H (-0.140, -0.110, -1.563)
H (2.326, -1.337, -0.224)
H (0.749, -2.147, -0.067)
H (-0.115, -0.042, 0.812)
H (1.089, 0.165, 2.841)
H (0.856, -1.643, 2.483)
H (2.397, -0.896, 2.224)

---

(4)
Molecular formula: C19H47BClNP2W
Method: DFT, ωB97M-V/def2-TZVPD

Output
2S+1 = 3
lowest unoccupied orbital energy (spin up / spin down) = -1.217 / -0.929 eV
orbital gap (spin up / spin down) = 0.24808 / 0.28349 Ha
E_HOMO (spin up / spin down) = -7.968 / -8.643 eV

Geometry (Å):
W (0.000, 0.000, 0.000)
Cl (-1.598, 0.009, -1.860)
P (0.292, 2.305, -0.490)
C (-1.328, 3.210, -0.849)
C (1.150, 3.424, 0.732)
C (1.183, 2.422, -2.136)
C (-2.510, 2.732, -0.018)
H (-1.526, 2.919, -1.881)
C (-1.238, 4.732, -0.778)
H (-1.295, 5.088, 0.248)
H (-2.087, 5.161, -1.311)
H (-0.339, 5.144, -1.222)
H (-2.929, 1.815, -0.414)
H (-3.292, 3.493, -0.039)
H (-2.243, 2.566, 1.023)
H (0.455, 1.911, -2.770)
C (2.478, 1.620, -2.192)
C (1.400, 3.823, -2.687)
H (0.485, 4.269, -3.064)
H (2.102, 3.777, -3.521)
H (1.830, 4.493, -1.944)
H (2.547, 0.890, -1.390)
H (3.355, 2.260, -2.146)
H (2.524, 1.078, -3.137)
C (0.451, 3.356, 2.086)
H (1.012, 4.429, 0.333)
C (2.648, 3.183, 0.862)
H (-0.525, 3.830, 2.076)
H (1.057, 3.872, 2.832)
H (0.322, 2.328, 2.408)
H (2.888, 2.129, 0.942)
H (3.011, 3.675, 1.765)
H (3.199, 3.601, 0.025)
H (-1.406, 0.389, 0.726)
H (0.919, -0.395, -1.285)
P (-0.540, -2.304, 0.201)
C (-0.550, -3.222, -1.451)
C (0.474, -3.413, 1.307)
C (-2.337, -2.417, 0.726)
C (0.499, -2.740, -2.444)
H (-1.523, -2.945, -1.858)
C (-0.482, -4.743, -1.338)
H (0.537, -5.086, -1.172)
H (-0.815, -5.182, -2.279)
H (-1.104, -5.157, -0.552)
H (0.222, -1.790, -2.886)
H (0.588, -3.470, -3.250)
H (1.481, -2.633, -1.989)
H (-2.804, -1.922, -0.128)
C (-2.668, -1.594, 1.967)
C (-2.921, -3.816, 0.848)
H (-3.070, -4.293, -0.115)
H (-3.897, -3.757, 1.331)
H (-2.301, -4.467, 1.463)
H (-1.851, -0.940, 2.260)
H (-2.919, -2.224, 2.815)
H (-3.536, -0.968, 1.760)
C (1.940, -3.369, 0.890)
H (0.099, -4.418, 1.113)
C (0.305, -3.141, 2.796)
H (2.154, -4.022, 0.048)
H (2.563, -3.697, 1.724)
H (2.240, -2.363, 0.620)
H (0.487, -2.102, 3.046)
H (1.023, -3.746, 3.352)
H (-0.685, -3.414, 3.147)
B (3.246, -0.095, 3.617)
C (2.178, -0.064, 2.426)
N (1.336, -0.039, 1.488)
H (2.833, 0.540, 4.536)
H (4.273, 0.375, 3.239)
H (3.424, -1.222, 3.958)

---

(5)
Molecular formula: C19H27MgN2OS2SbSe4Si
Method: DFT, ωB97M-V/def2-TZVPD

Output
charge = -2
lowest unoccupied orbital energy = 3.837 eV
orbital gap = 0.20030 Ha
E_HOMO = -1.613 eV

Geometry (Å):
Mg (-0.439, 0.193, 0.411)
C (1.847, -1.728, 0.475)
N (0.893, -1.280, -0.568)
C (0.047, -2.412, -0.974)
C (-1.127, -2.580, -0.022)
N (-1.941, -1.361, 0.033)
C (-2.608, -1.090, -1.241)
C (-2.817, -1.402, 1.175)
C (-4.135, -1.826, 1.071)
C (-4.960, -1.898, 2.182)
C (-4.459, -1.538, 3.426)
C (-3.147, -1.117, 3.544)
C (-2.294, -1.039, 2.433)
S (-0.640, -0.552, 2.682)
C (1.618, -0.707, -1.687)
C (2.025, -1.495, -2.756)
C (2.698, -0.951, -3.836)
C (2.988, 0.400, -3.866)
C (2.612, 1.197, -2.799)
C (1.932, 0.656, -1.714)
S (1.548, 1.762, -0.362)
H (2.536, -2.474, 0.071)
H (1.307, -2.139, 1.327)
H (2.438, -0.888, 0.833)
H (0.620, -3.346, -0.987)
H (-0.329, -2.224, -1.980)
H (-0.758, -2.787, 0.983)
H (-1.733, -3.442, -0.344)
H (-3.039, -1.997, -1.686)
H (-1.897, -0.650, -1.941)
H (-3.390, -0.353, -1.080)
H (-4.537, -2.106, 0.104)
H (-5.984, -2.236, 2.079)
H (-5.094, -1.585, 4.303)
H (-2.743, -0.830, 4.506)
H (1.874, -2.565, -2.724)
H (3.032, -1.601, -4.635)
H (3.544, 0.834, -4.685)
H (2.868, 2.247, -2.779)
Se (6.237, 2.360, -2.248)
Sb (5.747, 0.857, -0.379)
Se (7.104, 1.171, 1.619)
Se (5.598, -1.502, -1.031)
Se (3.405, 1.688, 0.872)
C (-3.252, 3.439, -1.486)
Si (-2.874, 2.550, 0.156)
C (-2.521, 3.872, 1.471)
C (-4.561, 1.774, 0.609)
O (-1.693, 1.502, 0.037)
H (-4.102, 4.117, -1.363)
H (-3.511, 2.721, -2.269)
H (-2.402, 4.026, -1.839)
H (-3.303, 4.635, 1.521)
H (-1.571, 4.369, 1.261)
H (-2.436, 3.405, 2.455)
H (-5.301, 2.552, 0.821)
H (-4.492, 1.131, 1.490)
H (-4.960, 1.170, -0.212)

---

(6)
Molecular formula: C11H20N2O5
Method: DFT, ωB97M-V/def2-TZVPD

Output
lowest unoccupied orbital energy = 0.424 eV
structure (SMILES) = CC[C@H](C)[C@H](N)C(=O)N[C@@H](CCC(=O)O)C(=O)O
orbital gap = 0.37950 Ha
E_HOMO = -9.903 eV

Geometry (Å):
C (5.057, 0.079, -1.167)
C (3.822, 0.571, -0.236)
C (2.917, -0.554, 0.253)
C (2.449, -1.517, -0.818)
C (1.713, -0.123, 1.182)
N (1.077, -1.230, 1.895)
C (0.611, 0.608, 0.345)
O (0.690, 1.367, -0.656)
N (-0.654, 0.407, 0.862)
C (-1.906, 0.695, 0.092)
C (-3.070, -0.186, 0.420)
C (-4.126, 0.032, -0.602)
C (-5.252, -0.974, -0.316)
O (-5.119, -1.973, 0.377)
O (-6.436, -0.729, -0.912)
C (-2.300, 2.226, 0.329)
O (-3.329, 2.679, 0.760)
O (-1.258, 2.986, 0.053)
H (5.728, 0.954, -1.304)
H (5.663, -0.661, -0.647)
H (4.754, -0.343, -2.118)
H (3.166, 1.347, -0.787)
H (4.203, 1.066, 0.661)
H (3.510, -1.160, 1.001)
H (1.718, -2.243, -0.464)
H (3.354, -2.055, -1.135)
H (1.901, -0.930, -1.606)
H (2.066, 0.575, 1.936)
H (1.129, -2.069, 1.277)
H (1.594, -1.558, 2.756)
H (-0.675, -0.300, 1.560)
H (-1.664, 0.591, -0.955)
H (-3.608, 0.043, 1.384)
H (-2.701, -1.197, 0.522)
H (-3.785, -0.049, -1.680)
H (-4.479, 1.077, -0.488)
H (-6.324, 0.015, -1.568)
H (-0.430, 2.534, -0.206)

---

(7)
Molecular formula: C4H5N3
Method: DFT, ωB97M-V/def2-TZVPD

Output
lowest unoccupied orbital energy = 0.741 eV
structure (SMILES) = N#CC=C=N.C=N
orbital gap = 0.37076 Ha
E_HOMO = -9.348 eV

Geometry (Å):
N (1.938, -0.741, -2.020)
C (1.720, -0.207, -1.012)
C (1.344, 0.377, 0.237)
C (1.606, 1.635, 0.580)
N (1.897, 2.749, 0.972)
H (0.585, -0.209, 0.768)
H (1.309, 3.561, 0.775)
C (-2.374, -1.372, 0.145)
N (-1.108, -1.341, 0.187)
H (-2.996, -1.773, -0.670)
H (-2.893, -0.933, 0.996)
H (-0.670, -1.717, -0.655)

---

(8)
Molecular formula: C48H62BN5O15PSi
Method: DFT, ωB97M-V/def2-TZVPD

Output
charge = -1
lowest unoccupied orbital energy = -0.384 eV
orbital gap = 0.13843 Ha
E_HOMO = -4.151 eV

Geometry (Å):
C (3.752, 1.387, -0.266)
O (3.744, 0.476, 0.830)
B (4.618, -0.658, 0.613)
O (5.959, -0.218, 0.472)
P (3.993, -2.532, 0.794)
C (4.641, -3.099, -0.923)
C (5.711, -2.339, -1.771)
C (7.215, -2.799, -1.530)
O (8.006, -1.914, -0.732)
C (5.627, -3.108, 1.619)
C (5.574, -3.910, 2.967)
O (6.498, -5.064, 2.943)
Si (6.363, -6.024, 4.342)
C (5.386, -5.232, 5.770)
C (5.394, -7.601, 3.809)
C (8.090, -6.493, 5.050)
C (2.442, -1.889, -0.148)
O (1.374, -1.221, 0.546)
C (0.289, -0.912, -0.262)
O (0.124, 0.517, -0.409)
C (-1.239, 0.878, -0.508)
C (-1.862, 0.583, -1.934)
O (-2.460, -0.729, -1.962)
C (3.163, -4.284, 0.948)
C (1.727, -4.564, 0.987)
C (1.097, -5.856, 1.060)
C (1.889, -7.055, 1.096)
C (3.320, -6.878, 1.013)
C (3.901, -5.567, 0.944)
C (3.457, -1.925, 2.553)
C (2.197, -2.168, 3.237)
C (1.949, -1.621, 4.547)
C (2.922, -0.839, 5.240)
N (4.122, -0.616, 4.667)
C (4.342, -1.111, 3.438)
H (2.783, 1.954, -0.225)
H (4.549, 2.162, -0.073)
H (3.877, 0.913, -1.272)
H (6.190, 0.173, -0.381)
H (5.085, -4.138, -0.931)
H (3.766, -3.261, -1.623)
H (5.572, -2.770, -2.811)
H (5.611, -1.252, -1.994)
H (7.199, -3.840, -1.100)
H (7.758, -2.916, -2.512)
H (8.178, -2.393, 0.096)
H (6.226, -3.777, 0.938)
H (6.353, -2.284, 1.862)
H (4.577, -4.309, 3.266)
H (5.953, -3.291, 3.827)
H (4.321, -5.574, 5.750)
H (5.367, -4.117, 5.778)
H (5.842, -5.542, 6.752)
H (4.301, -7.400, 3.862)
H (5.745, -8.429, 4.469)
H (5.677, -7.763, 2.735)
H (8.900, -6.315, 4.293)
H (8.021, -7.587, 5.296)
H (8.336, -5.916, 5.976)
H (1.912, -2.654, -0.796)
H (2.833, -1.172, -0.944)
H (-0.637, -1.277, 0.282)
H (0.314, -1.355, -1.289)
H (-1.891, 0.447, 0.297)
H (-1.285, 1.997, -0.396)
H (-2.671, 1.320, -2.182)
H (-1.064, 0.682, -2.715)
H (-2.385, -1.105, -1.070)
H (1.005, -3.712, 0.942)
H (-0.014, -5.948, 1.104)
H (1.479, -8.086, 1.152)
H (3.963, -7.789, 1.010)
H (5.014, -5.565, 0.856)
H (1.379, -2.714, 2.746)
H (0.959, -1.802, 5.021)
H (2.663, -0.431, 6.243)
H (5.396, -0.877, 3.137)
C (-2.124, 7.400, -1.904)
C (-2.454, 6.342, -2.740)
C (-1.588, 5.265, -2.874)
C (-0.399, 5.259, -2.161)
C (-0.056, 6.314, -1.327)
C (-0.925, 7.388, -1.201)
N (0.506, 4.110, -2.280)
O (0.181, 3.210, -3.035)
O (1.524, 4.121, -1.616)
H (-2.805, 8.237, -1.797)
H (-3.389, 6.354, -3.287)
H (-1.856, 4.446, -3.528)
H (0.874, 6.312, -0.774)
H (-0.669, 8.216, -0.551)
C (-8.700, 5.882, -0.233)
C (-7.578, 5.423, 0.449)
C (-6.467, 4.980, -0.256)
C (-6.489, 5.007, -1.644)
C (-7.606, 5.457, -2.335)
C (-8.714, 5.895, -1.623)
N (-5.309, 4.563, -2.390)
O (-4.355, 4.158, -1.753)
O (-5.346, 4.630, -3.609)
H (-9.570, 6.235, 0.326)
H (-7.569, 5.412, 1.532)
H (-5.599, 4.625, 0.283)
H (-7.625, 5.473, -3.417)
H (-9.589, 6.251, -2.152)
C (-15.838, 5.725, 1.009)
C (-15.505, 6.528, -0.075)
C (-14.196, 6.952, -0.249)
C (-13.229, 6.561, 0.666)
C (-13.552, 5.765, 1.755)
C (-14.864, 5.347, 1.925)
N (-11.840, 6.986, 0.471)
O (-11.592, 7.699, -0.484)
O (-11.007, 6.597, 1.275)
H (-16.860, 5.390, 1.140)
H (-16.268, 6.822, -0.786)
H (-13.947, 7.578, -1.096)
H (-12.799, 5.463, 2.471)
H (-15.127, 4.723, 2.769)
C (0.941, -0.197, -4.648)
C (0.571, -1.232, -5.500)
C (1.441, -2.288, -5.729)
C (2.676, -2.299, -5.096)
C (3.057, -1.267, -4.249)
C (2.183, -0.212, -4.027)
N (3.591, -3.427, -5.313)
O (3.238, -4.313, -6.073)
O (4.649, -3.410, -4.712)
H (0.257, 0.625, -4.466)
H (-0.398, -1.215, -5.983)
H (1.145, -3.089, -6.393)
H (4.022, -1.274, -3.758)
H (2.468, 0.597, -3.365)

---

(9)
Molecular formula: C5H8O2
Method: DFT, ωB97M-V/def2-TZVPD

Output
lowest unoccupied orbital energy = 0.104 eV
structure (SMILES) = C#C[C@H](O)CCO
orbital gap = 0.36367 Ha
E_HOMO = -9.792 eV

Geometry (Å):
C (2.285, -0.756, 1.478)
C (1.104, -0.699, 1.222)
C (0.591, 0.340, 0.267)
O (-0.205, 1.299, 0.940)
C (-0.051, -0.157, -1.005)
C (-1.512, -0.525, -0.846)
O (-2.313, 0.615, -0.636)
H (3.333, -0.590, 1.532)
H (1.553, 0.770, -0.033)
H (-0.020, 1.209, 1.884)
H (0.047, 0.652, -1.738)
H (0.549, -1.004, -1.362)
H (-1.863, -1.006, -1.763)
H (-1.611, -1.255, -0.023)
H (-1.887, 1.107, 0.084)

---

(10)
Molecular formula: C4H6N2
Method: DFT, ωB97M-V/def2-TZVPD

Output
lowest unoccupied orbital energy = 0.749 eV
structure (SMILES) = C=CC1(C)N=N1
orbital gap = 0.36029 Ha
E_HOMO = -9.054 eV

Geometry (Å):
C (0.994, 1.875, -0.078)
C (0.862, 0.537, -0.059)
C (-0.407, -0.212, 0.253)
C (-0.525, -1.729, 0.013)
N (-1.684, 0.551, -0.231)
N (-1.510, 0.357, 0.971)
H (1.995, 2.411, -0.404)
H (0.201, 2.585, 0.175)
H (1.765, -0.134, -0.141)
H (-1.602, -2.077, -0.135)
H (-0.001, -2.256, 0.691)
H (-0.087, -1.910, -1.055)

---

(11)
Molecular formula: C4H6INO
Method: DFT, ωB97M-V/def2-TZVPD

Output
2S+1 = 3
lowest unoccupied orbital energy (spin up / spin down) = 0.558 / -2.719 eV
orbital gap (spin up / spin down) = 0.23431 / 0.23868 Ha
E_HOMO (spin up / spin down) = -5.818 / -9.214 eV

Geometry (Å):
C (-1.882, -2.050, 0.305)
C (-2.122, -0.730, 0.210)
C (-1.064, 0.373, 0.092)
C (1.265, 0.776, -0.239)
N (-1.398, 1.555, 0.300)
O (0.106, -0.168, -0.174)
I (-4.061, 0.093, 0.300)
H (-2.759, -2.652, 0.233)
H (-0.943, -2.576, 0.396)
H (1.019, 1.712, -0.777)
H (2.090, 0.295, -0.766)
H (1.361, 1.094, 0.740)
H (-0.708, 2.203, 0.015)

---

Summary of energy above the lowest of the compared OMol25 structures with the same formula, charge and spin in kJ/mol
27.3 0.0 86.8 0.0 0.0 96.6 301.4 280.0 382.5 342.7 85.3
(order as listed above)